Computed, not measured: C36H50BCdN7O4S4 as an isolated structure, with ωB97M-V/def2-TZVPD.

Cartesian coordinates (Å):
Cd: 0.7381 1.9598 -2.3879
C: -3.2529 0.3954 -3.0752
C: -2.8804 0.2761 -1.6332
C: -3.7765 0.5195 -0.6142
C: -3.3431 0.4229 0.7241
N: -2.1047 0.1603 1.0251
N: -1.2170 -0.0986 0.0371
B: 0.1143 -0.4370 0.5164
N: 0.5582 0.1574 1.8057
N: 0.5275 -0.6804 2.8486
C: 0.9394 -0.2664 4.0060
C: 1.5206 1.0222 4.1529
C: 1.5711 1.8756 3.0938
C: 2.2311 3.2151 3.1820
C: 0.9669 1.4555 1.8634
S: 0.7536 2.4704 0.5473
C: 0.7262 -1.1889 5.1953
C: 0.2074 -2.5556 4.7450
C: 2.0298 -1.3760 5.9800
C: -0.3337 -0.5331 6.0970
N: 0.6985 -1.7324 0.1132
N: -0.2306 -2.6722 -0.1090
C: 0.1189 -3.8437 -0.5463
C: 1.4653 -4.1259 -0.8680
C: 2.4302 -3.1895 -0.6241
C: 3.8561 -3.4121 -1.0140
C: 2.0470 -1.9468 -0.0370
S: 3.1346 -0.7647 0.4528
C: -1.0298 -4.8366 -0.6895
C: -1.9383 -4.3665 -1.8343
C: -1.8325 -4.8553 0.6197
C: -0.5188 -6.2491 -0.9768
C: -1.5606 -0.0835 -1.2991
S: -0.3721 -0.4508 -2.4685
C: -4.3034 0.5877 1.8982
C: -5.5862 -0.2057 1.6084
C: -3.6771 0.0565 3.1910
C: -4.6396 2.0744 2.0685
H: -4.2750 0.7585 -3.1870
H: -3.1505 -0.5712 -3.5711
H: -2.5623 1.0791 -3.5736
H: -4.7934 0.8002 -0.8549
H: 1.9534 1.3261 5.0980
H: 3.0492 3.1883 3.9032
H: 1.5160 3.9767 3.4992
H: 2.6094 3.5068 2.2044
H: 0.9381 -3.0626 4.1140
H: -0.7117 -2.4482 4.1702
H: 0.0067 -3.1717 5.6246
H: 2.7735 -1.8812 5.3611
H: 1.8447 -1.9807 6.8698
H: 2.4483 -0.4215 6.3020
H: -1.2608 -0.3882 5.5393
H: 0.0030 0.4375 6.4667
H: -0.5437 -1.1768 6.9542
H: 1.7405 -5.0623 -1.3349
H: 4.0657 -4.4747 -1.1398
H: 4.5261 -2.9825 -0.2729
H: 4.0526 -2.9002 -1.9595
H: -2.3663 -3.3935 -1.5907
H: -2.7468 -5.0836 -1.9963
H: -1.3686 -4.2625 -2.7600
H: -2.2128 -3.8602 0.8435
H: -1.2041 -5.1736 1.4551
H: -2.6720 -5.5496 0.5338
H: -0.0430 -6.3092 -1.9579
H: -1.3566 -6.9478 -0.9657
H: 0.1984 -6.5674 -0.2170
H: -5.3424 -1.2238 1.2984
H: -6.1767 0.2607 0.8186
H: -6.2073 -0.2593 2.5050
H: -3.4476 -1.0062 3.0969
H: -4.3737 0.1969 4.0213
H: -2.7462 0.5766 3.4102
H: -5.1173 2.4697 1.1698
H: -3.7295 2.6485 2.2494
H: -5.3185 2.2157 2.9129
O: 0.2780 2.5515 -4.5678
N: 0.2337 3.8657 -4.5499
C: 0.8368 4.5472 -5.5431
C: 0.8366 5.9159 -5.5932
C: 0.1965 6.6246 -4.5781
C: -0.4200 5.9257 -3.5683
C: -0.4182 4.5243 -3.5371
S: -1.2074 3.6243 -2.3130
H: 1.3144 3.9289 -6.2876
H: 1.3384 6.4179 -6.4073
H: 0.1956 7.7067 -4.5797
H: -0.9139 6.4265 -2.7490
C: 5.2123 1.6485 -2.9244
C: 3.7663 1.8917 -3.3303
C: 3.5695 1.6988 -4.8325
O: 2.9127 0.9363 -2.6790
C: 3.3617 3.3710 -2.9966
O: 4.1396 4.2480 -3.3727
O: 2.2508 3.5407 -2.3981
H: 5.5460 0.6712 -3.2802
H: 5.3177 1.6854 -1.8367
H: 5.8374 2.4277 -3.3554
H: 4.0892 0.8019 -5.1785
H: 3.9623 2.5671 -5.3600
H: 2.5039 1.5983 -5.0441
H: 3.2240 0.7934 -1.7721

Forces on the atoms, in the same order (eV/Å):
Cd -0.29 -0.68 0.31
C -0.01 0.00 -0.01
C 0.17 -0.04 0.13
C 0.00 0.03 -0.10
C 0.07 0.04 -0.11
N 0.00 0.01 0.43
N -0.04 -0.19 -0.28
B -0.42 0.09 -0.07
N 0.18 0.46 0.38
N -0.07 -0.24 0.03
C 0.01 -0.08 -0.06
C 0.05 0.19 -0.31
C 0.02 -0.11 0.39
C 0.00 -0.02 0.04
C -0.29 -0.17 -0.36
S 0.18 0.13 0.03
C -0.06 -0.06 0.08
C 0.03 0.11 0.00
C -0.03 0.05 -0.12
C 0.07 -0.06 -0.05
N 0.51 -0.49 -0.20
N -0.18 -0.07 0.04
C -0.10 0.05 0.05
C 0.26 0.25 0.01
C -0.17 -0.36 -0.19
C -0.01 -0.03 0.04
C -0.26 0.41 0.26
S 0.25 0.14 -0.26
C -0.12 -0.03 -0.01
C 0.09 -0.01 0.06
C 0.06 -0.01 -0.05
C 0.02 0.12 -0.01
C -0.31 0.08 0.15
S 0.50 0.14 -0.16
C -0.04 0.04 0.06
C 0.06 0.02 -0.01
C 0.02 0.04 -0.13
C 0.05 -0.04 -0.07
H 0.01 0.00 0.03
H -0.03 0.00 -0.04
H -0.03 0.02 0.00
H -0.01 -0.03 0.05
H -0.02 -0.03 0.03
H -0.04 -0.01 0.04
H -0.01 0.03 -0.08
H 0.00 0.04 0.01
H -0.02 -0.01 -0.02
H 0.00 -0.04 0.00
H 0.03 -0.01 0.00
H 0.03 0.00 0.03
H 0.01 -0.02 0.00
H 0.01 -0.02 0.05
H -0.01 0.03 0.02
H -0.02 0.01 0.01
H 0.01 0.03 0.02
H -0.02 -0.04 0.08
H -0.04 0.00 -0.03
H 0.02 -0.02 0.01
H 0.04 0.04 0.03
H 0.01 0.02 -0.05
H -0.01 0.01 0.00
H -0.04 0.00 -0.02
H -0.02 0.00 0.02
H -0.01 -0.01 0.00
H 0.00 0.01 -0.01
H 0.02 -0.05 0.01
H 0.00 -0.01 -0.03
H 0.01 -0.05 -0.02
H -0.04 -0.02 0.02
H -0.01 -0.04 -0.01
H 0.00 0.04 0.01
H 0.03 0.00 0.03
H -0.01 0.01 -0.02
H 0.02 -0.01 0.05
H 0.01 0.03 0.01
H -0.02 0.02 0.01
H -0.01 0.00 0.00
O 0.09 0.04 -0.26
N -0.20 0.32 0.05
C 0.14 0.07 -0.16
C -0.04 0.02 0.01
C -0.04 -0.08 0.07
C 0.11 0.08 -0.14
C -0.13 -0.15 -0.09
S -0.25 0.13 0.21
H 0.00 -0.09 0.09
H 0.03 -0.04 0.00
H -0.01 0.00 0.02
H -0.01 0.01 -0.01
C -0.06 0.01 0.00
C 0.20 0.34 -0.17
C -0.03 -0.10 0.13
O 0.03 -0.04 -0.08
C 0.00 -0.15 0.04
O -0.07 -0.06 0.04
O 0.33 0.15 -0.02
H -0.02 -0.02 0.04
H 0.02 0.01 0.00
H 0.00 0.00 0.02
H -0.04 -0.03 0.03
H 0.03 -0.01 0.00
H 0.00 0.06 -0.07
H -0.07 -0.11 0.08

Calculated values
HOMO (alpha / beta) in eV: -3.021 / -4.858
2S+1: 2
Kohn-Sham gap (alpha / beta) in eV: 4.88 / 6.81
Total charge: -1
ΔE to the lowest compared entry with this formula, charge and spin in kJ/mol: 46.0

Mulliken atomic charge list, values in e, 99 entries:
1 Cd 2.40
2 C -1.62
3 C -0.45
4 C -0.32
5 C -0.21
6 N -0.69
7 N 0.73
8 B -1.50
9 N 0.75
10 N -0.52
11 C -0.04
12 C -0.55
13 C 0.21
14 C -1.79
15 C 0.68
16 S -0.57
17 C 2.28
18 C -1.86
19 C -1.77
20 C -1.47
21 N 1.12
22 N -0.38
23 C -0.26
24 C -0.42
25 C 0.33
26 C -1.95
27 C 0.79
28 S -0.41
29 C 2.24
30 C -1.44
31 C -1.60
32 C -2.23
33 C 1.23
34 S -0.53
35 C 2.32
36 C -1.84
37 C -1.87
38 C -1.78
39 H 0.42
40 H 0.30
41 H 0.19
42 H 0.33
43 H 0.43
44 H 0.42
45 H 0.28
46 H 0.39
47 H 0.35
48 H 0.25
49 H 0.48
50 H 0.38
51 H 0.45
52 H 0.30
53 H 0.16
54 H 0.34
55 H 0.47
56 H 0.47
57 H 0.41
58 H 0.40
59 H 0.26
60 H 0.17
61 H 0.42
62 H 0.36
63 H 0.23
64 H 0.36
65 H 0.44
66 H 0.37
67 H 0.44
68 H 0.45
69 H 0.34
70 H 0.36
71 H 0.46
72 H 0.30
73 H 0.55
74 H 0.24
75 H 0.37
76 H 0.34
77 H 0.46
78 O -0.88
79 N 0.55
80 C -0.15
81 C -0.82
82 C -0.18
83 C -0.84
84 C 0.47
85 S -0.54
86 H 0.41
87 H 0.37
88 H 0.36
89 H 0.38
90 C -1.83
91 C 1.94
92 C -1.73
93 O -0.39
94 C 0.06
95 O -0.77
96 O -0.77
97 H 0.38
98 H 0.46
99 H 0.40


Computed, not measured: C7H10BrNZr as an isolated structure in a non-equilibrium geometry, with ωB97M-V/def2-TZVPD.

Cartesian coordinates (Å):
C: -0.3428 -0.2362 -2.2439
C: -1.1431 -1.2509 -1.6207
C: -0.2620 -2.1832 -0.9715
C: 1.0846 -1.7398 -1.1978
C: 1.0384 -0.5360 -1.9760
Zr: 0.0231 0.0265 0.2344
N: 0.4228 1.9050 -0.1309
C: -1.1075 2.0673 0.3676
C: -1.9309 0.8422 0.6955
H: -0.5559 -3.1134 -0.4967
H: -2.2258 -1.3530 -1.7027
H: 1.9847 -2.2804 -0.9155
H: 1.8961 -0.0043 -2.3803
H: -0.7083 0.5575 -2.8929
H: -2.7335 0.6937 -0.0285
H: -1.0674 2.7443 1.2409
H: 0.8706 2.7890 -0.3491
H: -2.3030 0.8700 1.7219
H: -1.6077 2.6602 -0.4204
Br: 1.8136 -0.6860 1.9090

Forces on the atoms, in the same order (eV/Å):
C 0.33 -1.08 0.30
C 0.72 -0.08 -0.21
C 0.37 0.70 -0.79
C -0.72 0.00 -0.75
C -0.85 -0.81 -0.02
Zr 1.63 -0.43 -1.03
N -1.25 -0.73 0.98
C 0.02 3.73 -0.23
C -0.36 -0.60 0.14
H 0.06 0.31 0.10
H 0.43 0.14 0.17
H -0.29 0.32 0.13
H -0.26 -0.02 0.33
H 0.11 -0.09 0.45
H 0.11 -0.02 0.26
H 0.12 -0.45 -0.28
H -0.50 -0.26 0.01
H 0.07 -0.05 -0.19
H 0.33 -0.45 0.16
Br -0.05 -0.11 0.46

Calculated values
HOMO in eV: -8.621
2S+1: 1
Kohn-Sham gap in eV: 9.15
Total charge: 0
ΔE to the lowest compared entry with this formula, charge and spin in kJ/mol: 21.0

How is the electron density shared among the atoms? According to Mulliken, the charges in e are:
1 C -0.27
2 C -0.57
3 C -0.50
4 C -0.55
5 C -0.48
6 Zr 1.17
7 N -0.59
8 C -0.20
9 C -0.93
10 H 0.43
11 H 0.47
12 H 0.47
13 H 0.41
14 H 0.38
15 H 0.17
16 H 0.34
17 H 0.21
18 H 0.32
19 H 0.29
20 Br -0.57


Computed, not measured: a 6-piece molecular cluster, C32H54Cl10F3NO4 overall in a non-equilibrium geometry, with ωB97M-V/def2-TZVPD.

Cartesian coordinates (Å):
C: 4.2872 -1.7108 1.4602
C: 4.5632 -0.9703 0.1422
C: 5.4915 -1.9201 -0.6836
C: 3.2691 -0.7974 -0.6799
C: 5.3946 0.3031 0.3777
C: 4.7201 1.6399 0.7710
C: 5.7574 2.4069 1.6288
C: 4.4863 2.5480 -0.4450
C: 3.4359 1.5405 1.6047
C: 2.1762 1.6788 1.0043
C: 0.9834 1.6273 1.7254
C: 0.9975 1.4467 3.1088
O: -0.1335 1.4130 3.8772
C: -1.3215 1.0835 3.1805
C: -2.0409 2.3211 2.7026
O: -3.4384 2.0551 2.6838
C: -4.1694 3.0786 2.0463
C: -4.9153 2.6400 0.8077
N: -4.0215 2.1173 -0.2661
C: -4.0523 0.7478 -0.4706
O: -4.8985 0.2018 -1.1293
O: -3.0390 0.0496 0.0826
C: -2.5985 -1.0373 -0.7468
C: -1.2342 -1.4701 -0.2526
C: -1.3290 -2.5537 0.8033
F: -0.3894 -2.3845 1.7509
F: -2.5089 -2.5822 1.4400
F: -1.1252 -3.7771 0.2820
C: 2.2365 1.2965 3.7393
C: 3.4237 1.3616 3.0017
H: 3.4781 -2.4279 1.3411
H: 5.1837 -2.2838 1.7001
H: 4.1318 -1.0412 2.2980
H: 6.5361 -1.6296 -0.5910
H: 5.2641 -1.7998 -1.7406
H: 5.3481 -2.9572 -0.3982
H: 2.4206 -0.8438 0.0003
H: 3.1456 -1.6444 -1.3507
H: 3.2304 0.1075 -1.2748
H: 6.1664 0.0447 1.1029
H: 5.9338 0.5033 -0.5489
H: 6.6587 2.5438 1.0337
H: 5.3691 3.3671 1.9538
H: 6.0311 1.8106 2.4926
H: 5.4465 2.8381 -0.8620
H: 3.8462 2.1042 -1.2012
H: 3.9931 3.4528 -0.0918
H: 2.1154 1.8316 -0.0616
H: 0.0606 1.7266 1.1755
H: -1.1474 0.3618 2.3881
H: -1.9893 0.5973 3.8888
H: -1.7950 3.1730 3.3401
H: -1.7611 2.5960 1.6816
H: -3.5513 3.9405 1.7843
H: -4.9115 3.4478 2.7562
H: -5.4046 3.5251 0.4089
H: -5.7086 1.9394 1.0276
H: -3.0690 2.3808 -0.0389
H: -3.2620 -1.8969 -0.6721
H: -2.5837 -0.7490 -1.7904
H: -0.5927 -1.8212 -1.0517
H: -0.7286 -0.6198 0.1959
H: 2.2854 1.1779 4.8095
H: 4.3513 1.2614 3.5442
Cl: -6.5500 -4.8567 -2.7186
C: -5.5369 -3.4882 -2.1900
C: -5.5498 -2.3521 -3.1771
Cl: -4.7236 -2.7752 -4.7051
H: -4.5287 -3.8625 -2.0286
H: -5.9376 -3.1435 -1.2379
H: -5.0254 -1.4979 -2.7529
H: -6.5644 -2.0486 -3.4221
Cl: -10.9037 0.5778 -0.2900
C: -9.3537 0.3228 -1.1339
C: -8.1712 0.7416 -0.3016
Cl: -8.1057 2.5107 -0.0677
H: -9.3906 0.8704 -2.0719
H: -9.2833 -0.7414 -1.3532
H: -7.2476 0.4560 -0.8031
H: -8.1939 0.2764 0.6811
Cl: 6.5741 0.7317 -3.1166
C: 6.2998 0.0644 -4.7463
C: 4.8768 0.2696 -5.1965
Cl: 3.7334 -0.7067 -4.2401
H: 6.5630 -0.9901 -4.7258
H: 6.9797 0.5790 -5.4233
H: 4.7702 -0.0355 -6.2362
H: 4.5810 1.3119 -5.1086
Cl: 0.1025 2.2253 -4.2944
C: -1.0289 1.2170 -5.2347
C: -1.7463 0.2184 -4.3665
Cl: -0.6415 -1.0401 -3.7464
H: -0.4650 0.7250 -6.0227
H: -1.7541 1.8890 -5.6900
H: -2.5161 -0.2941 -4.9423
H: -2.2186 0.7047 -3.5155
Cl: 3.2244 -2.6588 7.1024
C: 1.9065 -3.3769 6.1372
C: 2.1005 -3.1582 4.6597
Cl: 1.9266 -1.4404 4.2072
H: 0.9696 -2.9465 6.4810
H: 1.9004 -4.4438 6.3539
H: 1.3450 -3.7164 4.1060
H: 3.0845 -3.4885 4.3345

Forces on the atoms, in the same order (eV/Å):
C 0.63 0.15 -0.11
C 0.58 -0.83 -0.56
C -0.24 0.72 -0.29
C -0.15 -0.26 0.69
C -0.56 0.08 -0.35
C 0.25 0.63 0.86
C -0.08 -0.51 -0.30
C -0.27 -0.09 0.38
C -0.74 -0.17 0.20
C 0.27 -0.11 0.47
C 0.39 -0.09 -0.01
C 0.58 0.02 -0.25
O 0.31 -0.31 -0.26
C -0.52 0.00 0.57
C -0.35 0.06 -0.67
O 0.25 0.02 -0.11
C -0.46 0.12 0.25
C 0.08 0.38 -0.69
N 0.57 -0.17 1.14
C -0.38 -0.07 -0.07
O -0.55 -0.29 -0.18
O 0.55 0.53 -0.63
C 0.17 -0.88 0.18
C -0.12 0.24 0.30
C 0.56 0.08 0.14
F 0.13 0.01 0.09
F -0.18 -0.01 0.00
F -0.20 -0.14 -0.10
C 0.21 0.76 -0.55
C -0.54 0.05 -0.35
H -0.22 0.04 0.15
H 0.08 -0.08 0.17
H -0.49 0.03 0.06
H 0.19 -0.25 0.33
H 0.02 -0.13 -0.17
H 0.03 -0.17 -0.05
H -0.23 0.37 -0.05
H 0.04 -0.09 -0.14
H 0.03 0.09 -0.08
H 0.00 -0.02 0.21
H 0.06 0.08 -0.04
H 0.13 0.15 0.01
H 0.01 0.17 0.03
H 0.11 0.06 0.22
H 0.05 -0.11 -0.29
H 0.15 -0.06 -0.25
H -0.03 0.16 -0.08
H -0.09 0.00 -0.07
H -0.09 0.07 0.02
H 0.17 -0.03 -0.18
H 0.05 -0.02 0.23
H -0.05 0.00 0.22
H 0.32 0.05 -0.03
H 0.31 -0.05 0.06
H -0.12 0.09 0.03
H -0.18 0.10 0.05
H 0.06 -0.35 0.02
H -0.01 0.01 0.02
H -0.39 0.17 0.03
H 0.11 0.27 -0.08
H -0.05 -0.15 -0.16
H 0.09 0.13 0.07
H -0.09 -0.02 0.11
H 0.07 -0.05 0.06
Cl 0.01 -0.02 0.00
C 0.01 0.02 0.08
C 0.06 0.15 0.03
Cl 0.01 0.02 0.01
H 0.00 -0.04 -0.06
H -0.02 0.04 -0.01
H -0.02 -0.03 0.03
H -0.01 -0.06 -0.05
Cl 0.00 0.02 -0.01
C -0.01 -0.05 -0.06
C 0.11 -0.11 -0.02
Cl -0.25 0.01 -0.05
H -0.02 0.05 0.02
H 0.01 -0.01 0.04
H 0.01 0.04 -0.04
H -0.06 0.06 0.03
Cl 0.04 0.01 -0.06
C 0.08 0.01 -0.08
C -0.03 0.01 -0.10
Cl -0.04 0.03 -0.03
H -0.04 -0.01 0.07
H -0.03 0.05 0.01
H 0.03 -0.05 0.01
H -0.01 0.00 0.07
Cl 0.03 -0.01 0.00
C -0.03 0.05 -0.06
C -0.14 -0.07 -0.05
Cl 0.03 0.02 -0.04
H 0.05 -0.02 0.05
H -0.02 0.01 0.04
H 0.03 -0.02 -0.03
H 0.06 0.03 0.02
Cl -0.01 0.02 0.00
C -0.05 -0.10 0.03
C -0.09 -0.03 -0.14
Cl -0.01 -0.57 0.12
H 0.03 0.07 0.00
H 0.04 0.00 -0.02
H -0.01 0.03 0.04
H 0.02 0.05 0.02

Calculated values
HOMO in eV: -8.268
2S+1: 1
Kohn-Sham gap in eV: 8.61
Total charge: 0
SMILES: CC(C)(C)CC(C)(C)c1ccc(OCCOCCNC(=O)OCCC(F)(F)F)cc1.ClCCCl.ClCCCl.ClCCCl.ClCCCl.ClCCCl

Mulliken atomic charge list, values in e, 99 entries:
1 C -1.92
2 C 3.69
3 C -1.64
4 C -1.47
5 C -2.32
6 C 2.96
7 C -2.11
8 C -2.01
9 C -0.54
10 C -1.05
11 C -0.06
12 C 1.15
13 O -0.52
14 C -0.67
15 C 0.01
16 O -0.39
17 C -0.74
18 C -0.32
19 N -0.18
20 C 0.29
21 O -0.61
22 O -0.09
23 C 0.16
24 C -0.33
25 C 0.89
26 F -0.18
27 F -0.28
28 F -0.31
29 C -1.88
30 C 0.63
31 H 0.46
32 H 0.52
33 H 0.08
34 H 0.34
35 H 0.28
36 H 0.42
37 H 0.01
38 H 0.59
39 H -0.17
40 H 0.41
41 H -0.11
42 H 0.51
43 H 0.39
44 H 0.45
45 H 0.51
46 H 0.22
47 H 0.44
48 H 0.41
49 H 0.26
50 H -0.07
51 H 0.56
52 H 0.35
53 H 0.27
54 H 0.41
55 H 0.40
56 H 0.34
57 H 0.10
58 H 0.35
59 H 0.26
60 H -0.37
61 H 0.46
62 H -0.23
63 H 0.48
64 H 0.22
65 Cl -0.19
66 C -0.42
67 C 0.22
68 Cl -0.21
69 H 0.29
70 H 0.28
71 H -0.28
72 H 0.36
73 Cl -0.20
74 C -0.50
75 C 0.06
76 Cl -0.20
77 H 0.35
78 H 0.30
79 H -0.11
80 H 0.37
81 Cl -0.13
82 C -0.53
83 C -0.52
84 Cl -0.11
85 H 0.33
86 H 0.37
87 H 0.34
88 H 0.30
89 Cl -0.18
90 C -0.52
91 C -0.18
92 Cl -0.18
93 H 0.34
94 H 0.36
95 H 0.30
96 H 0.13
97 Cl -0.20
98 C -0.48
99 C -0.58


Computed, not measured: a 2-piece molecular cluster, C6H3NO overall in a non-equilibrium geometry, with ωB97M-V/def2-TZVPD.

Cartesian coordinates (Å):
C: 1.5335 1.3409 0.7948
C: 0.1670 1.1231 0.1564
C: -0.2282 -0.1543 -0.1678
C: -1.5280 -0.4312 -0.6895
C: -2.5315 -1.1938 -0.8242
C: 0.7395 -1.1758 -0.3146
H: 2.0255 2.1092 2.1768
H: -0.4655 1.9788 0.2701
H: -3.4527 -1.9302 -1.2251
N: 1.3511 -2.1392 -0.3315
O: 2.3894 0.4726 0.1546

Forces on the atoms, in the same order (eV/Å):
C 5.43 -5.68 -2.62
C 0.74 0.00 2.41
C 0.46 3.39 -1.03
C -4.34 -4.14 0.15
C 0.99 0.78 -1.28
C -0.51 -0.55 0.64
H -1.63 -1.91 -3.95
H -0.90 -0.03 -0.36
H 3.10 2.74 1.48
N 0.60 -0.92 -0.29
O -3.93 6.32 4.84

Calculated values
HOMO in eV: -9.949
2S+1: 1
Kohn-Sham gap in eV: 8.39
Total charge: 0
ΔE to the lowest compared entry with this formula, charge and spin in kJ/mol: 611.4

How is the electron density shared among the atoms? According to Mulliken, the charges in e are:
1 C -0.15
2 C -0.26
3 C 0.39
4 C -0.51
5 C -0.14
6 C 0.46
7 H 0.29
8 H 0.45
9 H 0.32
10 N -0.41
11 O -0.43